ORCA calculation (ωB97M-V/def2-TZVPD) on a 7-piece molecular cluster, C7H28O7 overall at a distorted geometry.

CARTESIAN COORDINATES (ANGSTROEM)
C: -0.767 0.551 -0.201
O: 0.015 -0.572 0.166
H: -0.255 1.274 -0.834
H: -1.710 0.214 -0.656
H: -1.208 1.051 0.666
H: 0.432 -0.865 -0.654
C: -0.136 -2.008 -3.110
O: 0.799 -0.981 -2.760
H: -1.043 -1.633 -3.589
H: 0.374 -2.673 -3.816
H: -0.445 -2.616 -2.263
H: 0.920 -0.490 -3.579
C: 3.162 1.406 1.719
O: 2.750 0.057 1.460
H: 3.524 1.811 0.767
H: 2.327 1.978 2.124
H: 4.006 1.386 2.403
H: 1.931 0.067 0.953
C: 2.080 -3.101 1.078
O: 2.518 -4.304 1.682
H: 2.891 -2.376 1.024
H: 1.685 -3.230 0.066
H: 1.289 -2.640 1.675
H: 2.170 -5.061 1.210
C: -3.295 3.559 0.866
O: -4.534 4.137 1.224
H: -2.634 3.414 1.734
H: -3.383 2.607 0.359
H: -2.725 4.328 0.330
H: -4.447 4.878 1.821
C: 4.574 0.052 -1.787
O: 3.258 0.470 -2.049
H: 4.629 -0.377 -0.782
H: 4.997 -0.644 -2.518
H: 5.225 0.928 -1.801
H: 2.568 -0.125 -1.751
C: -5.603 -0.120 1.435
O: -4.245 -0.193 1.037
H: -5.965 0.911 1.344
H: -6.207 -0.731 0.768
H: -5.818 -0.428 2.460
H: -3.704 0.086 1.782

The HOMO energy is -9.87 eV. The value obtained for the energy relative to the best compared isomer or geometry (same formula, charge and spin) is 3.875 eV. The calculation puts the total energy at -22042.0036 eV. The calculation puts the frontier orbital gap at 10.38 eV.